Record 1
Here is C11H16BrN3O4 in the gas phase at a distorted geometry from the Open Molecules 2025 dataset. Energies are from wB97M-V/def2-TZVPD.

Results
**HOMO level**: -8.77 eV
**SMILES string**: CCOc1cnc(C(=O)NNC(=O)[C@H](Br)C(C)C)o1
**DFT total energy**: -94369.05893 eV
**Kohn-Sham gap**: 9.355 eV

Positions of all 35 atoms, in Å:
C: 4.95 1.29 0.79
C: 5.36 0.38 -0.36
O: 5.14 -1.00 -0.06
C: 3.89 -1.43 -0.06
C: 3.40 -2.68 0.25
N: 2.05 -2.64 0.09
C: 1.77 -1.43 -0.29
C: 0.43 -0.90 -0.55
O: 0.18 0.25 -0.86
N: -0.53 -1.88 -0.46
N: -1.86 -1.50 -0.38
C: -2.30 -0.80 0.71
O: -1.65 -0.69 1.72
C: -3.69 -0.21 0.55
Br: -4.90 -1.61 -0.08
C: -3.71 1.00 -0.39
C: -5.08 1.68 -0.35
C: -2.61 1.98 0.02
O: 2.87 -0.64 -0.40
H: 3.88 1.27 0.93
H: 5.25 2.31 0.55
H: 5.44 0.98 1.70
H: 6.44 0.44 -0.54
H: 4.82 0.65 -1.28
H: 3.91 -3.56 0.56
H: -0.26 -2.75 -0.01
H: -2.37 -1.46 -1.25
H: -4.05 0.07 1.55
H: -3.51 0.66 -1.41
H: -5.09 2.51 -1.05
H: -5.87 0.99 -0.63
H: -5.29 2.06 0.65
H: -2.69 2.88 -0.58
H: -2.70 2.24 1.07
H: -1.62 1.55 -0.14



Record 2
Here is a molecular structure, C2H5OP at a distorted geometry from the Open Molecules 2025 dataset. Energies are from wB97M-V/def2-TZVPD.

Results
**HOMO level**: -9.31 eV
**DFT total energy**: -13486.67412 eV
**Kohn-Sham gap**: 8.481 eV

Positions of all 9 atoms, in Å:
C: -0.04 0.34 -1.06
C: 0.29 -0.41 -0.21
O: 3.27 -0.21 -0.47
P: 2.62 0.39 0.75
H: -0.38 1.32 -1.43
H: 0.27 2.78 2.26
H: 0.57 -1.32 0.20
H: 3.03 1.82 0.82
H: 0.57 2.37 1.66



Question: Number 1 is which compound?
Answer: C11H16BrN3O4



Question: The highest Kohn-Sham gap belongs to which entry?
Answer: C11H16BrN3O4



Question: Look up the HOMO level of the first one.
Answer: -8.77 eV



Question: Among the records above, which one has the highest Kohn-Sham gap?
Answer: C11H16BrN3O4